{"formula": "C2H6O", "method": "ωB97M-V with the def2-TZVPD basis set", "elements": ["C", "C", "H", "H", "H", "H", "H", "H", "O"], "positions_angstrom": [[2.9503, -0.2185, -0.6823], [1.8172, -0.8250, -0.9957], [3.0341, 0.8331, -0.9377], [3.9065, -0.6879, -0.4937], [1.0440, -0.2702, -1.5115], [1.6209, -1.8604, -0.7429], [-3.9842, 0.1617, 0.7841], [-3.5054, 1.6274, 1.0780], [-3.8503, 0.7962, 1.4666]], "smiles": "C=C.O", "charge": 0, "orbital_gap_ha": 0.4062, "lumo_ev": 0.88, "e_tot_ha": -154.9922, "e_homo_ev": -10.17}